Record 1
Below is a cluster of 3 separate species, C24H51FIN3O9PS in total at a distorted geometry, with properties calculated with wB97M-V/def2-TZVPD.

Properties
**Electronic energy**: -79547.8513 eV
**Frontier orbital gap**: 6.43 eV
**LUMO**: 2.07 eV

ORCA input file:
```
! wB97M-V def2-TZVPD RIJCOSX def2/J DEFGRID3
* xyz -1 1
C -2.3550 -0.2927 3.3255
C -1.5130 -0.1237 1.9671
C -0.0730 0.5930 2.1728
F -0.2043 1.9547 1.7132
C 1.1230 -0.1539 1.4203
C 2.4885 -0.5036 2.2094
O 3.2546 -1.2327 1.1929
P 3.0992 -0.4293 -0.3285
I 4.9479 -1.6792 -1.5162
C 4.2864 1.0014 0.1434
N 5.3029 0.6820 1.1825
C 1.9002 -1.6570 -1.1739
C 2.0208 -3.2017 -0.7508
C 0.5831 -3.7147 -0.1970
C 0.6625 -4.6448 1.1062
S 1.6597 -3.8704 2.4675
C 3.3079 -4.6600 2.5846
N 3.8027 -5.8603 1.9932
N 5.0846 -5.9855 2.4523
C 5.3702 -4.8584 3.2895
O 4.2534 -3.9678 3.3982
O 1.6093 0.3955 0.1624
H -1.8751 0.1601 4.2535
H -3.4326 0.0780 3.1402
H -2.4666 -1.4267 3.5292
H -2.0815 0.5333 1.2040
H -1.4362 -1.1570 1.4857
H 0.1354 0.6211 3.3094
H 0.6810 -1.2179 1.2727
H 2.9288 0.4721 2.6123
H 2.4274 -1.1462 3.1637
H 2.9066 0.3576 -1.5525
H 3.6878 1.9641 0.3748
H 4.8806 1.2525 -0.8192
H 5.6757 -0.2701 1.1082
H 4.9995 0.9102 2.1343
H 2.1304 -1.6006 -2.3069
H 0.8075 -1.2853 -1.0916
H 2.1897 -3.8071 -1.7241
H 2.8971 -3.4665 -0.0756
H -0.1414 -2.8618 0.0333
H 0.0865 -4.3408 -1.0248
H -0.4117 -4.7438 1.5251
H 1.0006 -5.7262 0.8956
H 6.3505 -4.6576 3.8419
C 4.8292 5.6636 -6.8535
O 4.6010 4.8584 -5.7156
C 5.8051 4.5164 -5.0318
C 5.5381 4.3098 -3.5454
O 5.3473 5.5245 -2.8153
C 4.1359 6.2376 -3.0700
C 2.8897 5.5602 -2.5089
O 2.5281 4.4341 -3.2982
C 1.9319 3.3987 -2.5336
H 5.3269 5.0838 -7.6365
H 3.8616 6.0068 -7.2238
H 5.4267 6.5445 -6.5964
H 6.5608 5.3018 -5.1600
H 6.1758 3.5830 -5.4706
H 6.4288 3.8481 -3.1081
H 4.7153 3.6157 -3.3701
H 4.0307 6.4680 -4.1308
H 4.2524 7.1975 -2.5565
H 2.0489 6.2634 -2.5352
H 3.0763 5.2664 -1.4691
H 2.5805 3.1081 -1.7021
H 1.8020 2.5302 -3.1805
H 0.9552 3.7172 -2.1592
C -7.0286 -0.9705 -1.2382
O -7.2535 -1.7758 -0.0975
C -6.0460 -2.1315 0.5723
C -6.2998 -2.3369 2.0610
O -6.4696 -1.1217 2.7942
C -7.6756 -0.3961 2.5498
C -8.9251 -1.0596 3.1207
O -9.3075 -2.1835 2.3340
C -9.9088 -3.2083 3.1020
H -6.5459 -1.5544 -2.0269
H -7.9962 -0.6163 -1.5973
H -6.4190 -0.0969 -0.9865
H -5.2834 -1.3546 0.4370
H -5.6900 -3.0683 0.1283
H -5.4096 -2.8089 2.4887
H -7.1285 -3.0224 2.2440
H -7.7865 -0.1643 1.4902
H -7.5446 0.5620 3.0624
H -9.7575 -0.3469 3.1009
H -8.7336 -1.3555 4.1592
H -9.2571 -3.5066 3.9295
H -10.0546 -4.0751 2.4555
H -10.8786 -2.8780 3.4842
*
```

Atomic partial charges in e from the Mulliken method, atoms 1 to 5:
1. C -0.87
2. C 0.12
3. C -0.11
4. F -0.40
5. C 1.65

***

Record 2
Below is a cluster of 4 separate species, C24H51IN5O7 in total at a distorted geometry, with properties calculated with wB97M-V/def2-TZVPD.

Properties
**Electronic energy**: -55591.6711 eV
**Frontier orbital gap**: 8.66 eV
**LUMO**: -2.31 eV

ORCA input file:
```
! wB97M-V def2-TZVPD RIJCOSX def2/J DEFGRID3
* xyz 1 1
C -0.6078 -3.3195 1.6297
O 0.1736 -2.9633 0.4789
C -0.6028 -2.4445 -0.5102
N -1.1892 -1.0661 -0.1411
C -2.4055 -0.8556 -0.9995
C -3.0399 0.4907 -0.7493
C -4.2344 0.7008 -1.6929
C -5.5071 1.1617 -0.9823
C -6.0125 0.1759 0.0953
C -5.6987 0.5790 1.5525
N -5.0044 -0.4834 2.3116
O -2.0795 1.5040 -1.0036
C -0.9085 1.4728 -0.1811
C -1.2966 1.7590 1.2827
C -2.3722 2.8074 1.4758
O -2.4488 3.4635 2.5061
C 0.0287 2.5255 -0.8138
C 0.4091 3.7859 -0.0309
C 0.8846 4.8697 -1.0115
O 1.4798 3.5326 0.8807
C -0.2423 0.0804 -0.3328
I 1.4878 -0.1066 0.8929
H -1.6526 -3.4121 1.3385
H -0.5109 -2.5293 2.3819
H -0.2083 -4.2400 2.0548
H -0.0413 -2.3180 -1.4408
H -1.4924 -3.0576 -0.7001
H -1.5176 -1.1174 0.8265
H -3.1117 -1.6591 -0.7737
H -2.0825 -0.9119 -2.0418
H -3.4054 0.5541 0.2835
H -4.4517 -0.2275 -2.2321
H -3.9288 1.4304 -2.4494
H -6.2797 1.2825 -1.7474
H -5.3663 2.1520 -0.5394
H -7.0974 0.0940 -0.0058
H -5.6219 -0.8293 -0.1011
H -5.1028 1.4982 1.5493
H -6.6328 0.8017 2.0712
H -4.5233 -1.1280 1.6934
H -4.3006 -0.0929 2.9269
H -0.4469 2.0514 1.8949
H -1.6911 0.8468 1.7546
H -3.1075 2.9440 0.6677
H -0.4922 2.8587 -1.7168
H 0.9666 2.0714 -1.1496
H -0.4539 4.1845 0.5121
H 1.7105 5.4177 -0.5638
H 1.2134 4.4268 -1.9567
H 0.0638 5.5486 -1.2463
H 1.1441 3.3273 1.7554
H 0.1098 -0.0045 -1.3654
C 3.1882 -1.3132 -2.4727
O 2.3245 -1.1470 -3.3231
N 4.4941 -1.0822 -2.6366
C 5.4578 -1.2808 -1.5649
C 4.9602 -0.6149 -3.9323
H 2.9324 -1.6690 -1.4630
H 5.9774 -0.3549 -1.3299
H 6.1973 -2.0294 -1.8511
H 4.9403 -1.6285 -0.6727
H 4.4847 0.3312 -4.1921
H 4.7163 -1.3377 -4.7106
H 6.0376 -0.4789 -3.8892
C 9.1619 0.1726 -0.9793
O 8.1401 -0.0667 -0.3597
N 9.4878 1.3808 -1.4687
C 10.7209 1.6124 -2.1956
C 8.5717 2.4882 -1.2509
H 9.9189 -0.6001 -1.1885
H 11.3357 2.3550 -1.6847
H 10.5123 1.9670 -3.2064
H 11.2830 0.6835 -2.2622
H 8.4224 2.6570 -0.1845
H 7.5996 2.2757 -1.6970
H 8.9862 3.3847 -1.7039
C -4.8154 -3.0596 2.3264
O -3.6484 -2.8820 1.9763
N -5.1696 -3.5554 3.5100
C -6.5623 -3.7396 3.8822
C -4.1295 -3.9140 4.4632
H -5.6668 -2.8150 1.6775
H -6.7997 -3.1463 4.7654
H -6.7627 -4.7895 4.0969
H -7.2033 -3.4194 3.0644
H -3.5228 -3.0425 4.7082
H -3.4770 -4.6796 4.0440
H -4.5953 -4.2942 5.3676
*
```

Atomic partial charges in e from the Mulliken method, atoms 1 to 5:
1. C -0.54
2. O -0.35
3. C -0.75
4. N 1.03
5. C -1.97

***

Record 3
Below is a cluster of 11 separate species, C24H52Cl20O3PSi in total at a distorted geometry, with properties calculated with wB97M-V/def2-TZVPD.

Properties
**Electronic energy**: -299495.8808 eV
**Frontier orbital gap**: 4.73 eV
**LUMO**: 1.31 eV

ORCA input file:
```
! wB97M-V def2-TZVPD RIJCOSX def2/J DEFGRID3
* xyz -1 1
C 6.7833 -0.7541 -2.9464
Si 5.7048 -0.3378 -4.4604
C 6.2035 -1.5188 -5.8492
C 6.2609 1.4124 -4.9674
C 3.9604 -0.4719 -3.9162
P 2.8049 -0.4081 -5.2040
O 3.1378 -0.9704 -6.5704
O 1.4431 -1.1999 -4.6785
O 2.2205 1.1356 -5.3827
H 6.4419 -0.0882 -2.1199
H 6.5828 -1.8072 -2.6451
H 7.8572 -0.5878 -3.1950
H 6.2937 -0.9506 -6.8061
H 7.2312 -1.9048 -5.6170
H 5.5135 -2.3839 -5.9632
H 5.8699 1.6988 -5.9713
H 7.3765 1.4536 -4.9890
H 5.9050 2.1506 -4.2102
H 3.7658 0.4301 -3.2786
H 1.4487 -1.2488 -3.6842
H 2.3939 1.6120 -4.5332
Cl 1.4695 -1.4274 -1.2304
C 0.2954 -0.3298 -0.4449
C -0.3924 0.5806 -1.4328
Cl 0.7355 1.8027 -2.0810
H 0.7960 0.2918 0.2856
H -0.4288 -0.9707 0.0659
H -1.1934 1.1257 -0.9333
H -0.8171 0.0368 -2.2701
Cl -3.0996 1.5660 -3.2790
C -4.6983 1.9044 -2.5787
C -4.5893 2.4751 -1.1860
Cl -3.9827 1.2665 -0.0160
H -5.2705 0.9766 -2.5786
H -5.1967 2.6226 -3.2305
H -5.5753 2.7794 -0.8439
H -3.9210 3.3339 -1.1507
Cl -7.2695 -0.7985 -0.5713
C -8.4448 0.1848 0.3375
C -9.1633 1.1687 -0.5542
Cl -8.0659 2.4465 -1.1425
H -7.9085 0.6909 1.1391
H -9.1681 -0.5028 0.7772
H -9.9612 1.6623 0.0003
H -9.5945 0.6754 -1.4235
Cl -0.3623 -4.5679 2.1506
C 0.7707 -4.9692 0.8213
C 1.3917 -6.3273 1.0132
Cl 2.4952 -6.3921 2.4176
H 1.5199 -4.1782 0.7835
H 0.2159 -4.9607 -0.1120
H 1.9809 -6.5830 0.1326
H 0.6312 -7.0920 1.1616
Cl 3.5961 3.3694 2.1353
C 2.5032 3.1698 3.5275
C 1.7736 1.8512 3.4731
Cl 0.5978 1.8012 2.1331
H 1.8082 4.0081 3.5325
H 3.1155 3.2166 4.4286
H 1.2127 1.6974 4.3957
H 2.4621 1.0179 3.3409
Cl -1.3078 -0.9134 2.8991
C -2.9675 -0.5798 3.4517
C -2.9859 0.3222 4.6581
Cl -2.3246 -0.4776 6.1170
H -3.4499 -1.5352 3.6526
H -3.4906 -0.0896 2.6285
H -4.0093 0.6061 4.8977
H -2.3981 1.2213 4.4789
Cl 7.1121 -3.6997 2.2640
C 5.7630 -2.6077 2.6811
C 5.0172 -2.1171 1.4645
Cl 5.9837 -1.0087 0.4657
H 6.1760 -1.7774 3.2518
H 5.0856 -3.1739 3.3207
H 4.1298 -1.5694 1.7848
H 4.7026 -2.9442 0.8276
Cl 1.9265 6.8654 4.4455
C 2.6578 7.2805 2.8688
C 1.6360 7.3136 1.7584
Cl 1.0173 5.6880 1.3886
H 3.4384 6.5496 2.6626
H 3.1139 8.2641 2.9804
H 2.1041 7.6937 0.8501
H 0.7900 7.9512 2.0104
Cl -1.8164 -3.4935 -2.6166
C -0.6742 -3.7554 -3.9703
C -0.0285 -5.1009 -3.8228
Cl 1.0558 -5.1136 -2.4133
H 0.0646 -2.9534 -3.9713
H -1.2448 -3.7113 -4.8977
H 0.5728 -5.3367 -4.7007
H -0.7748 -5.8822 -3.6867
Cl -6.2889 1.3129 4.5360
C -7.1629 1.2186 6.0878
C -7.8294 -0.1185 6.2912
Cl -9.2003 -0.3650 5.1767
H -7.8841 2.0335 6.1135
H -6.4251 1.3786 6.8744
H -8.2297 -0.1721 7.3035
H -7.1282 -0.9386 6.1464
*
```

Atomic partial charges in e from the Mulliken method, atoms 1 to 5:
1. C -0.73
2. Si 0.28
3. C -1.04
4. C -1.08
5. C -0.11

***

Record 4
Below is a cluster of 8 separate species, C24H53BN2O8 in total, with properties calculated with wB97M-V/def2-TZVPD.

Properties
**Electronic energy**: -45784.0606 eV
**Frontier orbital gap**: 8.90 eV
**LUMO**: 0.07 eV

ORCA input file:
```
! wB97M-V def2-TZVPD RIJCOSX def2/J DEFGRID3
* xyz 0 1
C -3.6126 -4.0854 0.7755
C -2.8576 -4.9255 -0.2684
B -1.3313 -4.5982 -0.4270
O -0.4638 -5.5065 -0.9598
C -0.7709 -3.1889 -0.0087
C 0.2595 -3.1083 0.9713
C 0.7324 -1.9091 1.4021
C 0.2085 -0.7135 0.8736
N 0.6889 0.4800 1.3225
C 0.1606 1.5474 0.7977
C -0.8454 1.4801 -0.2017
N -1.3318 0.3612 -0.6534
C -0.8079 -0.7757 -0.1096
C -1.2810 -2.0316 -0.5262
H -4.0378 -3.2026 0.3071
H -4.4510 -4.6474 1.1927
H -2.9833 -3.7852 1.6136
H -3.0019 -5.9907 -0.0900
H -3.2846 -4.7305 -1.2620
H -0.8336 -6.3958 -0.9167
H 0.6566 -4.0282 1.3813
H 1.5099 -1.8454 2.1527
H 0.5217 2.5138 1.1334
H -1.2327 2.4050 -0.6188
H -2.0775 -2.0668 -1.2606
C -0.2319 3.2157 -3.7325
C -1.6895 3.1878 -4.1536
O -2.2442 1.8773 -4.0254
H 0.3490 2.5033 -4.3207
H 0.2065 4.2085 -3.8514
H -0.1405 2.9314 -2.6819
H -1.7912 3.4569 -5.2052
H -2.2662 3.8969 -3.5559
H -2.1747 1.6051 -3.1033
C 4.5236 2.0230 3.4609
C 3.8669 0.7164 3.0615
O 4.2072 -0.3523 3.9480
H 5.6063 1.9122 3.4825
H 4.2728 2.8158 2.7542
H 4.1951 2.3319 4.4577
H 4.2087 0.4079 2.0736
H 2.7796 0.8249 3.0188
H 3.8989 -0.1108 4.8263
C 9.2104 2.4293 3.1307
C 8.5967 2.3399 1.7461
O 7.2729 2.8657 1.7094
H 8.5917 1.8982 3.8545
H 10.2121 1.9977 3.1438
H 9.2838 3.4704 3.4544
H 8.5110 1.3006 1.4326
H 9.2252 2.8616 1.0162
H 7.3132 3.7916 1.9679
C -2.9334 8.0246 -3.0761
C -3.5655 6.6889 -3.4188
O -3.2016 5.6675 -2.4937
H -1.8472 7.9343 -3.0489
H -3.2034 8.7848 -3.8102
H -3.2640 8.3680 -2.0930
H -3.2230 6.3413 -4.3927
H -4.6557 6.7823 -3.4578
H -3.5037 5.9352 -1.6203
C 4.5348 1.6487 -1.0073
C 3.0322 1.8609 -1.0145
O 2.6783 3.2430 -1.0771
H 4.9918 2.1707 -0.1652
H 4.7774 0.5875 -0.9325
H 4.9866 2.0379 -1.9234
H 2.5967 1.4824 -0.0946
H 2.5716 1.3266 -1.8538
H 3.0415 3.6056 -1.8905
C -2.7789 -8.5849 3.3618
C -3.1490 -8.3773 1.9062
O -2.0845 -7.7863 1.1614
H -2.5008 -7.6362 3.8211
H -3.6132 -9.0125 3.9189
H -1.9264 -9.2623 3.4518
H -3.9885 -7.6890 1.8177
H -3.4393 -9.3271 1.4460
H -1.3262 -8.3772 1.2112
C -5.7038 -0.0504 -0.9243
C -6.2686 -1.3409 -1.4888
O -6.0671 -2.4459 -0.6099
H -4.6371 -0.1574 -0.7216
H -5.8432 0.7757 -1.6228
H -6.1989 0.2085 0.0152
H -5.7624 -1.6036 -2.4164
H -7.3362 -1.2283 -1.7063
H -6.5157 -2.2544 0.2194
*
```

Atomic partial charges in e from the Mulliken method, atoms 1 to 5:
1. C -0.92
2. C -0.44
3. B 0.52
4. O -0.56
5. C -0.01

***

Record 5
Below is a cluster of 6 separate species, C24H53BN6O9 in total at a distorted geometry, with properties calculated with wB97M-V/def2-TZVPD.

Properties
**Electronic energy**: -53786.9391 eV
**Frontier orbital gap**: 9.15 eV
**Energy relative to the best compared isomer or geometry (same formula, charge and spin)**: 180.2 kJ/mol
**LUMO**: 0.43 eV

ORCA input file:
```
! wB97M-V def2-TZVPD RIJCOSX def2/J DEFGRID3
* xyz 0 1
C 4.2743 1.9034 0.3986
C 4.2462 1.5218 -1.1955
N 3.1226 2.1513 -1.9884
C 1.7521 1.8020 -1.4523
C 0.5007 2.1864 -2.4464
C -0.9796 2.1839 -1.6701
O -1.9801 3.0479 -2.3784
C -1.6324 4.4630 -2.1609
O -1.9388 5.2026 -1.0921
B -1.6142 0.6335 -1.6940
C -0.7295 -0.7343 -1.9254
O -3.0645 0.4845 -1.4531
C 3.1447 1.5631 -3.4095
C 2.9715 2.5114 -4.7717
O 3.2634 0.2344 -3.6606
H 3.2254 1.9968 0.9088
H 4.8925 2.8610 0.6718
H 4.8225 0.9967 0.9486
H 5.2590 1.9529 -1.6574
H 4.3196 0.3550 -1.2765
H 1.6016 2.4610 -0.4695
H 1.7752 0.6835 -1.1052
H 0.3589 1.4273 -3.3530
H 0.7569 3.2370 -2.9184
H -0.7973 2.5137 -0.5611
H -0.9608 4.9705 -3.0072
H -1.4939 -1.6378 -2.0187
H -0.1038 -0.7235 -2.9275
H -0.0028 -1.0009 -1.0267
H -3.3822 -0.2858 -2.0134
H 2.7298 3.6463 -4.4953
H 2.0504 2.0535 -5.3729
H 3.9123 2.4191 -5.4641
C 0.5524 7.6780 -0.3854
N 1.8174 6.9872 -0.2436
C 2.9597 7.7185 0.2640
C 1.9691 5.6573 -0.5759
O 3.0069 5.0151 -0.4807
H 0.6831 8.5183 -1.0733
H 0.2411 8.0511 0.5945
H -0.2199 7.0104 -0.7771
H 3.7578 7.6961 -0.4841
H 3.3179 7.2311 1.1758
H 2.6889 8.7550 0.4825
H 1.0394 5.1981 -0.9510
C 3.6227 0.2694 5.6482
N 3.2098 0.0917 4.2714
C 3.8888 -0.8978 3.4607
C 2.1924 0.8332 3.7084
O 1.7950 0.7336 2.5548
H 4.6774 0.5587 5.6669
H 3.4922 -0.6764 6.1818
H 3.0292 1.0444 6.1411
H 4.3370 -0.4016 2.5947
H 3.1574 -1.6308 3.1071
H 4.6668 -1.4033 4.0390
H 1.7453 1.5553 4.4117
C -6.1248 -4.0464 -3.5039
N -4.7695 -3.6771 -3.1513
C -3.6732 -4.2219 -3.9251
C -4.4895 -2.8247 -2.1039
O -3.3706 -2.4729 -1.7537
H -6.2285 -5.1322 -3.4222
H -6.3196 -3.7357 -4.5343
H -6.8497 -3.5659 -2.8410
H -3.0142 -4.7874 -3.2596
H -3.1049 -3.3975 -4.3663
H -4.0470 -4.8767 -4.7167
H -5.3946 -2.4695 -1.5836
C -5.7482 -1.3296 2.3069
N -5.9772 -2.7099 1.9325
C -4.9440 -3.6879 2.2037
C -7.1456 -3.1224 1.3270
O -7.4026 -4.2696 0.9859
H -4.8617 -0.9628 1.7816
H -5.5821 -1.2787 3.3868
H -6.6052 -0.7027 2.0456
H -4.6346 -4.1494 1.2613
H -5.3516 -4.4638 2.8588
H -4.0821 -3.2164 2.6833
H -7.8620 -2.2994 1.1674
C 1.7391 -6.7722 2.6059
N 2.1759 -5.4044 2.7955
C 2.2005 -4.5142 1.6535
C 2.5684 -4.9229 4.0268
O 2.9473 -3.7816 4.2556
H 2.3979 -7.2567 1.8795
H 0.7139 -6.7669 2.2249
H 1.7698 -7.3300 3.5460
H 3.2215 -4.1484 1.5093
H 1.5454 -3.6608 1.8532
H 1.8646 -5.0332 0.7518
H 2.5113 -5.6821 4.8246
*
```

Atomic partial charges in e from the Mulliken method, atoms 1 to 5:
1. C -0.54
2. C -0.52
3. N 0.26
4. C -0.58
5. C -0.06